Density functional theory data (the ωB97M-V functional and the def2-TZVPD basis) for one molecule with the formula C2H3NO2S2 at a distorted geometry.

```
10
Properties=species:S:1:pos:R:3:forces:R:3:nbo_charge:R:1
C 1.2789 -0.9476 -0.6668 0.884 -1.767 1.366 -0.67
C -0.0347 -0.4621 -0.0705 0.016 0.493 0.113 0.10
S -0.9455 -1.3995 0.9733 -0.349 0.008 -0.134 -0.02
N -0.3783 0.7639 -0.3845 -0.456 0.596 -0.840 -0.71
S -1.5482 1.4022 0.5931 2.397 -0.216 -0.389 2.16
O -0.9803 1.6097 1.8698 -0.204 0.057 1.604 -0.83
O -2.3006 2.4717 0.0353 -0.677 -0.827 -0.668 -0.79
H 1.0960 -1.8542 -1.2668 -0.102 0.397 0.141 0.25
H 1.9665 -1.3347 0.1808 -1.205 0.791 -1.196 0.25
H 1.8461 -0.2494 -1.2637 -0.303 0.469 0.001 0.25
```
Positions in Å, forces in eV/Å.

Calculated values
**Relative energy (zero: lowest compared OMol25 entry of this formula, charge and spin)**: 283.8 kJ/mol
**Kohn-Sham gap (spin up / spin down)**: 0.261 / 0.228 Ha
**E_HOMO (spin up / spin down)**: -0.363 / -0.345 Ha
**M**: 137.185 g mol⁻¹
**SMILES**: CC(=S)N=S(=O)=O